Below is a cluster of 2 separate species, C5H14N2O in total, with properties calculated with ωB97M-V with the def2-TZVPD basis set.

## Properties
Spin multiplicity: 1
Structure (SMILES): N/C=C/CCCN.O
F_max (Eh/bohr): 0.072

Last column: Löwdin charge in e.
Element x y z (Å)
N 1.30697 -1.02253 2.83972  0.021
C 0.70338 -0.33847 1.75758  -0.239
C 0.59364 0.97602 1.54160  -0.118
C 0.41712 1.65312 0.13320  -0.197
C 0.81804 0.75486 -1.07823  -0.177
C -0.46230 0.15692 -1.77258  -0.258
N -1.80894 0.65938 -1.42941  -0.007
H 1.12709 -0.56403 3.72948  0.077
H 0.90915 -1.94579 2.92113  0.068
H 0.67983 -1.08369 0.94097  0.108
H 0.68550 1.70835 2.36888  0.101
H 1.27831 2.25954 0.39043  0.087
H -0.45825 2.30313 -0.02925  0.093
H 1.30976 1.47078 -1.73872  0.093
H 1.54663 0.05497 -0.75116  0.083
H -0.45243 -0.84804 -1.25318  0.072
H -0.34790 0.02536 -2.82693  0.087
H -2.17924 0.20379 -0.61256  0.056
H -1.80808 1.63070 -1.18016  0.036
O -1.13664 -2.78583 -0.93629  -0.072
H -1.94181 -2.31803 -1.19584  0.038
H -0.77984 -2.95051 -1.81869  0.047

Atomic forces in eV per Å
N -0.888 0.614 0.838
C 1.312 -0.599 -1.053
C -1.690 -0.116 -0.182
C 1.661 -1.276 1.780
C -2.146 2.962 -0.213
C 0.448 -2.117 3.006
N 0.447 0.148 -0.525
H 0.269 0.078 -0.047
H 0.074 -0.239 -0.052
H -0.519 0.831 -0.008
H 0.053 -0.633 -0.412
H 0.164 1.145 -1.177
H 0.410 -0.433 0.344
H 0.127 -0.217 -0.343
H 0.385 -0.898 0.029
H -0.119 0.848 -1.352
H 0.102 0.105 -0.675
H 0.138 -0.262 0.238
H -0.056 0.481 -0.289
O -0.403 -0.187 -0.542
H -0.138 0.002 0.434
H 0.369 -0.239 0.199

Below is a cluster of 13 separate species, C52H78O39 in total, with properties calculated with ωB97M-V with the def2-TZVPD basis set.

## Properties
Spin multiplicity: 1
F_max (Eh/bohr): 0.137

Last column: Löwdin charge in e.
Element x y z (Å)
C -0.67983 1.08737 1.86603  -0.031
C 0.33941 1.41287 0.80410  -0.274
C 1.35526 0.27761 0.68193  -0.140
O 1.61779 0.13283 -0.66776  0.065
C 0.48500 0.46525 -1.32801  -0.559
O 0.20571 0.20906 -2.45700  0.163
O -0.21137 1.27529 -0.51442  0.074
H -1.37208 1.92177 1.97862  0.081
H -0.39942 0.86413 2.89541  0.090
H -1.41300 0.31504 1.63352  0.090
H 0.82012 2.38974 0.85660  0.161
H 0.99045 -0.72705 0.89566  0.138
H 2.22480 0.33410 1.33676  0.144
C 7.55375 2.52838 -2.24861  0.002
C 7.26751 3.63425 -1.22423  -0.348
C 7.36696 3.36804 0.26407  -0.128
O 7.94378 4.46517 0.84062  0.106
C 8.36521 5.26079 -0.12562  -0.525
O 9.00516 6.30181 0.05499  0.118
O 8.19722 4.68490 -1.34263  0.084
H 8.09415 2.86635 -3.13283  0.093
H 6.63141 1.96790 -2.40104  0.086
H 8.20219 1.83200 -1.71695  0.076
H 6.30313 4.09519 -1.43774  0.147
H 8.16421 2.62703 0.20575  0.138
H 6.38091 3.06434 0.61559  0.151
C -2.41240 -3.07015 5.75453  -0.019
C -1.27688 -4.11105 5.81072  -0.375
C -0.11063 -3.88078 4.85277  -0.070
O 1.03688 -4.02535 5.68575  0.113
C 0.65247 -4.10702 6.93204  -0.507
O 1.30554 -4.20190 7.97769  0.120
O -0.72567 -3.99603 7.04380  0.069
H -3.02299 -3.26624 4.87316  0.082
H -2.11866 -2.02056 5.76823  0.085
H -3.08443 -3.13901 6.60994  0.084
H -1.70261 -5.11099 5.72719  0.153
H -0.27595 -2.90489 4.39625  0.128
H -0.12697 -4.57683 4.01412  0.136
C -6.50309 -1.65402 0.50114  -0.019
C -7.65696 -0.80748 1.12316  -0.230
C -8.69699 -1.62254 2.06229  -0.092
O -8.82566 -0.91294 3.24808  0.090
C -7.79603 -0.13210 3.40179  -0.556
O -7.54342 0.38116 4.47317  0.137
O -7.08362 -0.11181 2.22828  0.030
H -6.21634 -2.54581 1.05843  0.082
H -5.61821 -1.05099 0.29755  0.081
H -6.76416 -2.00198 -0.49829  0.074
H -8.10703 -0.02946 0.50654  0.149
H -8.40449 -2.65785 2.23746  0.129
H -9.64712 -1.67735 1.53094  0.126
C -2.27605 -8.74430 -4.04826  -0.007
C -1.74805 -8.36072 -2.62685  -0.296
C -0.25167 -8.10603 -2.58357  -0.080
O -0.14991 -6.88057 -1.83528  0.100
C -1.37443 -6.41265 -1.65221  -0.588
O -1.64354 -5.39913 -0.94762  0.078
O -2.26360 -7.11377 -2.23775  0.119
H -1.83968 -9.62772 -4.51437  0.086
H -2.22768 -7.86245 -4.68707  0.088
H -3.32871 -9.02163 -3.99259  0.078
H -2.02732 -9.10265 -1.87875  0.156
H 0.15653 -8.07725 -3.59384  0.130
H 0.28137 -8.96260 -2.17096  0.136
C 4.74527 -4.64664 -4.61333  -0.025
C 4.64818 -5.71031 -5.61418  -0.343
C 5.59901 -5.72224 -6.74879  -0.053
O 6.36425 -6.87698 -6.40318  0.122
C 5.88500 -7.60263 -5.49400  -0.596
O 6.23399 -8.81981 -5.28479  0.063
O 4.92532 -6.93351 -4.92911  0.096
H 5.61338 -4.64808 -3.95417  0.105
H 3.87564 -4.65324 -3.95623  0.093
H 4.76700 -3.69478 -5.14397  0.094
H 3.60289 -5.89661 -5.86071  0.160
H 6.20789 -4.82037 -6.81187  0.142
H 4.97917 -5.74196 -7.64517  0.141
C 5.91246 -6.94528 4.05239  -0.015
C 6.25202 -6.35318 2.64793  -0.288
C 4.95515 -6.01242 1.90239  -0.101
O 4.97579 -4.63193 1.70366  0.123
C 6.13974 -4.20053 1.99186  -0.597
O 6.55957 -3.05515 1.83131  0.115
O 6.87450 -5.08444 2.68966  0.092
H 5.28077 -7.81432 3.86846  0.081
H 5.34414 -6.28290 4.70537  0.091
H 6.84065 -7.23654 4.54405  0.081
H 6.94344 -7.01204 2.12263  0.152
H 4.08647 -6.38380 2.44605  0.130
H 4.84172 -6.44140 0.90679  0.136
C -0.82661 1.86086 9.82343  -0.012
C -1.62257 2.96811 9.09420  -0.313
C -2.98650 3.17601 9.74118  -0.042
O -3.10168 4.64047 9.91584  0.102
C -1.98957 5.20457 9.64970  -0.554
O -1.76185 6.44112 9.70580  0.086
O -1.05547 4.23231 9.39836  0.050
H -1.38468 0.95383 9.59118  0.085
H -0.76205 1.95291 10.90762  0.092
H 0.17691 1.84451 9.39825  0.086
H -1.65795 2.93871 8.00517  0.157
H -3.11467 2.53378 10.61251  0.133
H -3.75369 2.94584 9.00190  0.131
C 6.54394 5.95545 7.00553  -0.010
C 5.10409 5.40254 6.88855  -0.352
C 4.48008 5.72071 5.52934  -0.110
O 4.03993 4.46829 5.09198  0.034
C 4.30267 3.50265 6.06479  -0.470
O 3.95489 2.32481 5.98381  0.119
O 5.04855 4.05032 7.03667  0.108
H 7.31292 5.24558 6.70082  0.092
H 6.76817 6.17739 8.04888  0.076
H 6.71428 6.91262 6.51269  0.084
H 4.41387 5.88734 7.57896  0.153
H 5.29323 5.94670 4.83955  0.133
H 3.56602 6.31450 5.52943  0.143
C -7.23547 8.34030 4.38246  -0.010
C -5.90435 7.83763 5.02093  -0.300
C -5.75582 6.35427 5.11324  -0.088
O -4.35856 6.21520 4.84559  0.094
C -3.95351 7.25541 4.17135  -0.617
O -2.87524 7.36658 3.65106  0.146
O -4.94643 8.13339 3.99240  0.075
H -7.94609 8.31970 5.20871  0.081
H -7.54265 7.84797 3.45977  0.089
H -7.19458 9.37820 4.05197  0.081
H -5.57933 8.30852 5.94868  0.163
H -6.29488 5.72766 4.40272  0.147
H -6.02681 6.22481 6.16106  0.140
C 1.55369 -0.20021 -9.86627  -0.019
C 0.67517 0.42818 -11.00054  -0.318
C 0.41881 1.93216 -10.77159  -0.060
O 0.83388 2.48951 -12.03433  0.085
C 1.29913 1.60136 -12.87128  -0.545
O 1.76582 1.84568 -13.96660  0.141
O 1.39878 0.40855 -12.19450  0.064
H 1.72136 -1.24971 -10.10825  0.073
H 1.04020 -0.17720 -8.90508  0.083
H 2.58170 0.16179 -9.85067  0.088
H -0.28047 -0.07297 -11.15439  0.151
H 1.03480 2.21916 -9.91938  0.124
H -0.60014 2.23287 -10.52784  0.135
C -5.18976 -4.19603 -6.58159  -0.015
C -5.04285 -2.67003 -6.52389  -0.309
C -3.58040 -2.31672 -6.17644  -0.139
O -3.32902 -1.32184 -7.08241  0.076
C -4.30652 -1.20440 -8.00700  -0.541
O -4.31150 -0.36827 -8.92732  0.115
O -5.18406 -2.11116 -7.77483  0.133
H -4.39334 -4.58522 -7.21592  0.086
H -6.17544 -4.52300 -6.91273  0.084
H -5.00803 -4.77277 -5.67471  0.084
H -5.59053 -2.16619 -5.72745  0.158
H -2.82207 -3.08098 -6.34664  0.130
H -3.46207 -2.11193 -5.11241  0.138
C -2.40444 7.03795 -3.27378  -0.032
C -2.54997 6.45523 -4.63208  -0.332
C -2.91369 4.97949 -4.59504  -0.124
O -4.18634 5.03628 -5.09813  0.073
C -4.57433 6.26705 -5.49450  -0.504
O -5.74014 6.54896 -5.92397  0.080
O -3.56065 7.08610 -5.41045  0.133
H -1.92561 6.36249 -2.56484  0.089
H -3.39580 7.20104 -2.85107  0.104
H -1.71271 7.87936 -3.31435  0.091
H -1.52240 6.54916 -4.98332  0.151
H -2.86028 4.57738 -3.58333  0.134
H -2.26301 4.38969 -5.24067  0.137

Atomic forces in eV per Å
C -1.998 1.058 0.520
C 0.825 -2.288 -0.363
C 0.400 -1.135 1.922
O 0.989 -0.044 -2.070
C 0.735 1.016 0.116
O 0.084 -0.146 0.470
O -1.978 0.694 -0.352
H 0.141 0.451 0.047
H 0.984 0.111 -0.250
H 0.599 -0.492 -0.711
H -0.195 0.005 0.287
H -0.964 0.191 0.971
H 0.389 0.588 -0.582
C 0.181 -0.332 1.978
C -1.242 1.177 -1.187
C 0.118 -3.183 -1.931
O -0.833 1.517 1.126
C 3.604 3.335 -0.536
O -2.161 -2.732 -0.488
O 0.717 1.194 0.154
H -0.552 0.154 0.004
H 0.068 0.177 -0.609
H 0.333 -0.254 -0.269
H -0.338 -0.063 -0.222
H -0.419 -0.966 1.241
H 0.515 -0.037 0.765
C -0.425 -0.424 -0.534
C -2.176 0.773 -1.104
C -1.432 -0.072 -0.772
O 0.516 0.072 -1.216
C -0.073 0.185 5.616
O -1.039 0.148 -3.717
O 2.624 -0.247 1.720
H -0.052 0.214 -0.140
H 0.588 -0.122 -0.282
H 0.135 -0.509 0.099
H -0.104 -0.154 -0.298
H 0.959 0.402 0.310
H 0.472 -0.268 0.291
C -0.913 0.468 -0.846
C 0.241 -1.730 2.878
C -0.586 -0.582 -3.430
O -1.553 -0.929 -0.134
C 1.658 0.870 1.297
O 0.254 -0.192 -2.314
O 1.469 1.963 1.649
H -0.192 0.297 0.379
H -0.061 0.240 0.459
H -0.401 -0.106 -0.035
H -0.093 -0.510 -0.415
H 0.442 0.122 0.169
H -0.243 0.096 0.343
C -0.660 0.236 1.052
C 0.161 -1.429 -1.674
C 0.137 -0.805 -0.571
O 1.182 -0.973 -0.353
C 0.041 5.608 4.199
O 1.192 -3.415 -2.623
O -2.773 -0.964 -1.081
H 0.639 0.249 0.223
H 0.306 -0.135 -0.117
H -0.157 0.220 0.227
H -0.202 -0.003 -0.016
H 0.063 0.977 -0.070
H 0.076 0.430 0.813
C -0.291 1.952 0.762
C -1.358 -1.068 1.745
C -0.230 0.447 0.199
O 3.370 1.921 -5.181
C 0.208 -6.829 1.813
O -1.411 5.304 -0.282
O -1.451 -1.065 2.260
H 0.265 -0.416 -0.343
H -0.016 0.057 -0.050
H -0.174 0.269 0.132
H -0.023 0.682 -0.681
H 0.349 -0.322 0.188
H 0.743 -0.915 -0.544
C 0.665 0.286 -0.962
C -0.830 -0.391 1.056
C -0.648 -2.123 -0.882
O -2.405 -0.251 -0.685
C 3.924 4.960 1.604
O -1.193 -2.366 -0.246
O 0.400 -0.196 -0.004
H 0.182 -0.225 0.098
H 0.116 0.303 -0.236
H -0.174 -0.104 0.131
H -0.310 -0.191 -0.104
H -0.128 0.659 0.253
H 0.390 -0.343 -0.037
C -0.433 0.398 -1.511
C 0.133 0.765 2.048
C -1.003 0.176 -1.737
O -2.771 -2.362 0.849
C 3.580 4.092 0.181
O -0.697 -4.673 -0.413
O 1.414 1.939 -0.290
H 0.400 -0.393 0.036
H -0.222 0.456 -0.138
H -0.030 -0.362 0.097
H 0.025 -0.727 0.046
H -0.121 0.865 0.454
H -0.271 -0.171 0.353
C -0.191 -0.025 1.120
C 0.416 3.739 -0.157
C 0.715 -0.848 -0.634
O -0.629 -3.036 0.833
C -0.952 -2.358 -1.751
O 0.995 3.514 0.347
O -0.410 -2.260 0.141
H -0.276 -0.117 -0.359
H -0.033 -0.172 0.165
H -0.359 -0.148 -0.376
H 0.418 -0.129 0.759
H -0.422 1.056 -0.189
H 0.693 0.782 0.075
C 0.391 0.484 1.555
C -1.582 1.131 -3.499
C -0.194 0.364 1.039
O -0.336 -1.777 1.649
C 1.882 1.066 -2.586
O -0.416 -0.153 0.612
O 0.574 0.582 0.639
H -0.680 -0.229 -0.471
H 0.096 -0.757 0.494
H 0.515 0.180 0.439
H -0.341 0.247 0.001
H -0.242 0.246 0.172
H 0.354 -1.414 -0.041
C -0.745 -0.757 -1.231
C 0.169 0.265 1.634
C 0.370 -0.655 -0.073
O -1.264 2.006 1.216
C 2.428 -0.639 -1.041
O -1.300 -0.847 1.907
O 0.297 -0.318 -1.892
H -0.344 -0.224 -0.018
H 0.183 0.289 0.020
H -0.297 0.780 0.151
H 0.122 -0.413 0.195
H 0.376 0.707 -0.438
H -0.033 -0.199 -0.418
C -0.270 -0.159 -0.130
C 1.920 -2.238 2.399
C -0.099 -1.792 0.554
O 1.277 2.795 -0.663
C 1.915 3.911 -2.740
O 0.080 -2.817 2.945
O -3.179 -1.017 -1.150
H -0.306 0.107 -0.568
H 0.092 0.128 -0.318
H -0.067 0.744 0.613
H -0.947 -0.044 -0.545
H -0.291 -0.593 -0.262
H -0.070 0.988 -0.131
C -0.308 0.393 1.118
C 2.437 -0.655 0.916
C 1.226 0.724 -0.174
O -3.070 -1.043 -0.546
C -5.344 -0.077 -2.030
O 5.264 -1.271 1.952
O 1.180 1.031 0.190
H 0.116 -0.417 -0.301
H 0.099 0.713 0.174
H -0.730 0.532 0.234
H -0.408 0.274 -1.389
H -0.336 -0.059 -0.036
H -0.126 -0.157 -0.089

Number 1: highest occupied orbital energy -8.1 eV, E_tot -383.58321 a.u., HOMO-LUMO gap 0.330 Eh. Number 2: highest occupied orbital energy -10.6 eV, E_tot -4962.47955 a.u., HOMO-LUMO gap 0.374 Eh.